Entry 1:
# C15H27NO

C15H27NO in the gas phase (ωB97M-V with the def2-TZVPD basis set, OMol25).

Element x y z (Å)
C 5.0244 -2.4141 -4.4596
C 3.8929 -2.6232 -4.7874
C 2.5176 -2.8874 -5.1592
C 1.6152 -3.0190 -3.9271
C 1.5216 -1.7100 -3.1478
C 0.6527 -1.8490 -1.9004
C 0.5572 -0.5344 -1.1290
C -0.3803 -0.6019 0.0777
C 0.1638 -1.4687 1.2115
C -0.7784 -1.5083 2.4207
C -0.8597 -0.1375 3.0707
O 0.0088 0.2988 3.7961
N -1.9832 0.5574 2.7737
C -2.1987 1.9185 3.2079
C -2.0943 2.9069 2.0443
C -2.4423 4.3380 2.4512
C -1.4407 4.9393 3.4299
H 6.0186 -2.2279 -4.1822
H 2.4851 -3.8132 -5.7416
H 2.1590 -2.0720 -5.7947
H 2.0107 -3.8017 -3.2756
H 0.6168 -3.3238 -4.2509
H 2.5268 -1.3961 -2.8578
H 1.1055 -0.9327 -3.7943
H 1.0764 -2.6247 -1.2605
H -0.3511 -2.1692 -2.1927
H 1.5535 -0.2387 -0.7935
H 0.1952 0.2419 -1.8082
H -1.3509 -0.9898 -0.2451
H -0.5328 0.4126 0.4532
H 0.3145 -2.4893 0.8561
H 1.1289 -1.0759 1.5363
H -1.7678 -1.8549 2.1168
H -0.3736 -2.2007 3.1602
H -2.6379 0.1774 2.1088
H -3.1864 1.9959 3.6756
H -1.4302 2.1218 3.9552
H -2.7765 2.5881 1.2503
H -1.0783 2.8780 1.6450
H -3.4405 4.3534 2.8952
H -2.4725 4.9554 1.5504
H -0.4335 4.8844 3.0238
H -1.4570 4.4122 4.3796
H -1.6789 5.9839 3.6171

Forces on atoms 1 to 2 (eV/Å):
-0.32 -0.05 -0.09
0.30 0.05 -0.03

The SMILES is C#CCCCCCCCCC(=O)NCCCC. For the maximum force, the calculation gives 0.013 hartree/bohr. The value obtained for the HOMO energy is -9.48 eV. Its energy relative to the best compared isomer or geometry (same formula, charge and spin) is 7.8 kJ/mol. The value obtained for the LUMO energy is 0.862 eV. Its orbital gap is 10.34 eV.

Atomic partial charges in e from the Löwdin method, atoms 1 to 6: 0.1169, -0.1639, -0.2233, -0.2175, -0.2251, -0.2232

Entry 2:
# C15H27NO3S

C15H27NO3S in the gas phase in a non-equilibrium geometry (ωB97M-V with the def2-TZVPD basis set, OMol25).

Element x y z (Å)
C 0.3929 3.5138 1.5115
C 0.8805 3.5196 0.0485
C 0.4014 2.2169 -0.6000
C 0.7192 2.1734 -2.0954
C 0.2745 0.8820 -2.7774
C 0.9270 -0.3815 -2.1896
C 0.4388 -1.6616 -2.8872
C -1.1321 -1.7822 -3.0435
C -1.8293 -2.2962 -1.7614
O -2.8321 -2.9905 -1.8936
N -1.3869 -1.9747 -0.4778
C -2.1344 -2.2136 0.7433
C -1.7906 -3.6148 1.2810
C -2.4159 -3.6226 2.7157
S -2.0613 -1.9972 3.3844
O -3.2441 -1.4195 4.0441
O -0.8397 -1.9938 4.1807
C -1.7432 -1.1716 1.8155
C -1.7666 -0.4492 -3.5041
C -1.2532 0.7608 -2.7587
H -0.7009 3.5690 1.5728
H 0.6796 2.5944 2.0447
H 0.7976 4.3575 2.0508
H 1.9723 3.5685 0.0416
H 0.4661 4.3806 -0.4971
H -0.7014 2.1149 -0.4337
H 0.9348 1.3993 -0.1049
H 0.2624 3.0324 -2.6269
H 1.7964 2.3233 -2.1841
H 0.6399 0.9423 -3.8116
H 0.7524 -0.4445 -1.1336
H 2.0538 -0.2787 -2.2793
H 0.9158 -1.5809 -3.8548
H 0.8444 -2.5783 -2.3858
H -1.3282 -2.5597 -3.7932
H -0.6887 -1.2536 -0.4664
H -3.2501 -2.1378 0.6079
H -2.1833 -4.4466 0.6708
H -0.7344 -3.7440 1.3063
H -1.9668 -4.4133 3.3563
H -3.4796 -3.7799 2.7047
H -2.2696 -0.2264 1.6907
H -0.6933 -0.9566 1.8354
H -2.8627 -0.4855 -3.4684
H -1.5368 -0.2866 -4.5731
H -1.6742 0.7388 -1.7586
H -1.6683 1.6580 -3.2606

Forces on atoms 1 to 2 (eV/Å):
-0.07 0.02 -0.21
-0.76 -0.60 0.72

The SMILES is CCCC[C@H]1CC[C@@H](C(=O)N[C@H]2CCS(=O)(=O)C2)CC1. For the maximum force, the calculation gives 0.056 hartree/bohr. The value obtained for the HOMO energy is -9.86 eV. Its energy relative to the best compared isomer or geometry (same formula, charge and spin) is 75.5 kJ/mol. The value obtained for the LUMO energy is 0.621 eV. Its orbital gap is 10.48 eV.

Atomic partial charges in e from the Löwdin method, atoms 1 to 6: -0.1194, -0.2596, -0.2383, -0.1860, -0.3279, -0.1767

Entry 3:
# C15H28B3F3N4O6S

C15H28B3F3N4O6S as an isolated structure in a non-equilibrium geometry (ωB97M-V with the def2-TZVPD basis set, OMol25).

Element x y z (Å)
C -0.4711 4.2037 1.6130
C -0.8373 2.9050 2.3259
C -2.1789 3.0351 3.0315
C -2.5301 1.9266 4.0510
N -1.6792 0.7300 4.0738
B -2.0345 -0.3132 3.1464
O -2.1281 -1.6478 3.5559
B -1.2271 -2.4027 2.8122
C -0.1314 -3.2611 3.5502
N -0.1758 -4.7010 3.1870
O -1.2933 -2.2686 1.4296
B -1.4201 -0.9475 1.0318
C -0.5959 -0.3457 -0.1535
C 0.0867 -1.3530 -1.0939
C 1.3786 -0.7651 -1.6662
C 2.5154 -0.9002 -0.6601
S 3.5364 0.5979 -0.6414
C 4.3515 0.3431 0.8669
N 4.5462 1.1920 1.8253
N 5.2753 0.5133 2.7985
C 5.4349 -0.6879 2.3465
O 4.8885 -0.8791 1.1257
O -2.2432 -0.1068 1.7763
H -1.3128 4.5460 1.0146
H -0.2324 4.9818 2.3321
H 0.3686 4.0645 0.9400
H -0.8653 2.1134 1.5837
H -0.0516 2.6703 3.0438
H -2.9637 3.0917 2.2798
H -2.1802 3.9997 3.5377
H -3.5405 1.5803 3.8469
H -2.5647 2.3404 5.0548
H -0.6968 0.9584 4.1004
H -0.2671 -3.1106 4.6221
H 0.8456 -2.8398 3.3121
H -0.8175 -5.1549 3.8239
H 0.7212 -5.1127 3.4107
H 0.1658 0.2943 0.3013
H -1.2441 0.3046 -0.7386
H -0.5989 -1.5680 -1.9099
H 0.2808 -2.2950 -0.5860
H 1.6308 -1.2340 -2.6143
H 1.1677 0.2807 -1.8805
H 3.1362 -1.7598 -0.8862
H 2.0993 -1.0649 0.3299
H 5.9349 -1.5014 2.8332
C -1.6632 -1.3682 -6.9594
C -0.3870 -1.2354 -6.1586
O -0.1694 0.1275 -5.7360
C -0.8524 0.5223 -4.6760
O -1.6177 -0.1244 -4.0251
C -0.4768 1.9763 -4.3315
F -0.4748 2.7557 -5.4143
F 0.7478 1.9923 -3.7905
F -1.3311 2.4786 -3.4489
H -1.6527 -0.6839 -7.8078
H -1.7635 -2.3870 -7.3313
H -2.5356 -1.1371 -6.3500
H 0.4799 -1.4798 -6.7676
H -0.3862 -1.8888 -5.2869

Forces on atoms 1 to 2 (eV/Å):
-0.17 -0.19 0.03
0.06 0.33 -0.14

For the maximum force, the calculation gives 0.026 hartree/bohr. The value obtained for the HOMO energy is -9.20 eV. The value obtained for the LUMO energy is 0.367 eV. Its orbital gap is 9.57 eV.

Atomic partial charges in e from the Löwdin method, atoms 1 to 6: -0.1055, -0.2646, -0.1856, -0.1861, 0.1216, -0.6181

Entry 4:
# C15H28B3N4O3S3

C15H28B3N4O3S3 as an isolated structure in a non-equilibrium geometry (ωB97M-V with the def2-TZVPD basis set, OMol25).

Element x y z (Å)
C -1.0309 -0.0378 0.6628
C 0.5028 -0.0857 0.2013
N 0.6916 -1.3724 -0.4931
C 1.1707 -1.2387 -1.8819
C 2.4260 -0.3481 -2.1051
C 1.3875 -2.3442 0.2651
S 2.9921 -2.5980 0.2998
S 0.3558 -3.4512 1.3040
C -0.1307 -2.5400 2.8123
C 0.7473 -2.8978 4.0353
C 2.0924 -2.0887 4.0365
B 3.3787 -3.0008 4.1130
O 4.6590 -2.5314 3.7568
B 5.1329 -3.3858 2.7627
O 4.7648 -4.7244 2.6299
B 3.5642 -5.0258 3.2737
N 2.5495 -5.9499 2.7635
C 2.8614 -6.4563 1.7323
S 3.3012 -7.2109 0.4418
O 3.3392 -4.3534 4.4839
H -1.5095 0.8454 0.1904
H -1.5738 -0.9035 0.2662
H -1.1432 0.0992 1.7442
H 0.6521 0.7988 -0.4239
H 1.0843 -0.0735 1.1353
H 0.3337 -0.8038 -2.4596
H 1.3184 -2.2529 -2.2790
H 2.0901 0.6894 -2.2976
H 3.1147 -0.3090 -1.2573
H 2.9460 -0.6636 -3.0222
H -0.0976 -1.4485 2.7130
H -1.1598 -2.8527 3.0492
H 0.1789 -2.5390 4.9143
H 0.8803 -3.9768 4.1797
H 2.1070 -1.4702 3.1231
H 2.1063 -1.3851 4.8881
H 5.8625 -2.9266 1.9429
C -5.4277 3.8131 -4.2699
C -5.1643 4.8350 -3.1832
N -3.8147 4.7491 -2.6018
C -3.3293 5.6061 -1.6379
C -2.0818 5.1834 -1.3222
N -1.8262 4.0814 -2.1052
C -2.8802 3.8472 -2.8841
C -0.6050 3.2737 -2.0973
H -5.3107 2.7951 -3.8934
H -6.4449 3.9199 -4.6401
H -4.7435 3.9464 -5.1102
H -5.8771 4.7036 -2.3682
H -5.2888 5.8430 -3.5798
H -3.9446 6.4151 -1.2858
H -1.3386 5.5325 -0.6277
H -2.9523 3.0520 -3.6064
H -0.1469 3.3131 -3.0837
H -0.8609 2.2454 -1.8469
H 0.0913 3.6585 -1.3575

Forces on atoms 1 to 2 (eV/Å):
0.45 1.11 -0.81
-2.72 -1.03 1.46

For the maximum force, the calculation gives 0.063 hartree/bohr. The value obtained for the HOMO energy is -10.05 eV. The value obtained for the LUMO energy is -3.003 eV. Its orbital gap is 7.04 eV. Its charge is +1.

Atomic partial charges in e from the Löwdin method, atoms 1 to 6: -0.0733, -0.1909, -0.2465, -0.2433, -0.1095, -1.0062

Entry 5:
# C15H28BeCaCl3F7N2O8P2S2

C15H28BeCaCl3F7N2O8P2S2 as an isolated structure in a non-equilibrium geometry (ωB97M-V with the def2-TZVPD basis set, OMol25).

Element x y z (Å)
C -1.1646 1.0354 -0.0581
C 0.1545 1.1655 -0.7579
O 0.2112 1.8592 -1.7715
N 1.3138 0.5047 -0.3425
C 2.4464 1.4396 -0.1030
P 1.0180 -0.6921 0.9007
C 2.0466 -2.0728 0.3817
P 1.8826 -0.0889 2.7936
C 0.5927 -0.1557 4.0971
C 3.2931 -1.1473 3.2562
H -1.0878 0.9242 1.0127
H -1.7591 0.2521 -0.5128
H -1.6946 1.9622 -0.2454
H 2.8690 1.7127 -1.0610
H 2.1712 2.3115 0.4731
H 3.2272 0.8799 0.3912
H 1.6196 -2.4985 -0.5193
H 3.0178 -1.6673 0.0988
H 2.0951 -2.8680 1.1472
H 0.7570 0.6653 4.7807
H 0.6215 -1.0840 4.6547
H -0.3568 -0.0430 3.5917
H 4.0084 -0.5252 3.7838
H 3.8106 -1.5321 2.3858
H 3.0139 -1.9881 3.8800
Be -0.3715 2.2632 -3.9046
O 3.4928 2.1950 -3.8912
H 2.9161 2.0801 -3.1295
H 3.0606 1.6946 -4.5901
C -7.7500 3.7884 2.9901
F -8.2650 3.7466 4.2052
F -7.9483 2.5206 2.4316
F -8.4795 4.6022 2.2833
S -5.9673 4.2196 3.0014
O -5.3462 3.1460 3.7905
O -5.9646 5.5171 3.5662
N -5.7501 4.0948 1.4636
S -4.2730 4.3853 0.8861
O -3.3031 3.3907 1.2436
O -3.8586 5.7428 0.9552
C -4.6620 4.0644 -0.8789
F -5.5976 4.8939 -1.3182
F -5.1104 2.8130 -1.0425
F -3.5736 4.2194 -1.6138
F 1.6164 -4.6692 1.2888
Ca -6.8584 1.0826 3.0468
Cl -9.6458 0.4468 2.3905
C 6.1428 -2.2655 -0.4343
Cl 5.1009 -1.1922 -1.3869
Cl 5.1926 -3.4298 0.4825
H 6.7998 -2.7975 -1.1114
H 6.7250 -1.6645 0.2533
O -11.5655 2.5810 2.9710
H -11.4920 3.4443 3.3907
H -12.2323 2.7207 2.2886
C 6.5991 -4.0931 -4.2173
C 6.9153 -4.3676 -5.5400
C 7.6212 -5.5178 -5.8610
C 8.0042 -6.3990 -4.8601
C 7.6868 -6.1267 -3.5377
C 6.9884 -4.9722 -3.2161
H 6.0500 -3.1938 -3.9669
H 6.6105 -3.6842 -6.3217
H 7.8721 -5.7285 -6.8924
H 8.5508 -7.2985 -5.1112
H 7.9847 -6.8140 -2.7569
H 6.7460 -4.7574 -2.1830
O -12.4849 0.1968 0.9100
H -12.2835 0.7719 1.6696

Forces on atoms 1 to 2 (eV/Å):
-0.14 0.57 -0.16
0.05 -0.37 -0.86

For the maximum force, the calculation gives 0.078 hartree/bohr. The value obtained for the HOMO energy is -7.35 eV. Its energy relative to the best compared isomer or geometry (same formula, charge and spin) is 59.4 kJ/mol. The value obtained for the LUMO energy is -6.290 eV. Its orbital gap is 1.05 eV.

Atomic partial charges in e from the Löwdin method, atoms 1 to 6: -0.0374, -0.5272, -0.1756, -0.2601, -0.0976, 0.8292